Entry 1:
C19H26Cl4N4O2S3Ti | ωB97M-V/def2-TZVPD

Properties
2S+1 = 3
molar mass = 628.32 g/mol
charge = -2
energy above the lowest of the compared OMol25 structures with the same formula, charge and spin = 108.8 kJ/mol
⟨S²⟩ = 2.011
HOMO-LUMO gap (spin up / spin down) = 4.66 / 4.66 eV

Element x y z (Å)
Ti1 0.0562 0.6756 0.9549
C1 -1.0010 -4.2682 1.0063
C2 -1.0697 -2.7886 1.3644
S1 0.5043 -1.8867 1.2635
C3 0.8591 -2.1639 -0.5007
C4 2.1221 -1.4465 -0.9349
S2 2.3404 0.2313 -0.2797
C5 1.1455 -5.7538 -0.7742
C6 0.8182 -6.4149 0.4655
S3 0.1490 -5.2571 1.9633
H1 -0.6874 -4.4013 -0.0406
H2 -2.0193 -4.6554 1.1069
H3 -1.4100 -2.6577 2.3924
H4 -1.7651 -2.2652 0.7085
H5 -0.0215 -1.8293 -1.0536
H6 0.9790 -3.2499 -0.6419
H7 2.1785 -1.4262 -2.0243
H8 2.9865 -2.0014 -0.5684
H9 2.2001 -5.5618 -0.9635
H10 0.5805 -6.0577 -1.6508
H11 1.6295 -6.8786 1.0321
H12 0.0048 -7.1367 0.3787
Cl1 1.3016 4.8104 6.2905
C7 0.5026 3.8235 5.1065
C8 -0.8696 3.6536 5.1504
Cl2 -1.8074 4.4250 6.3905
C9 -1.5099 2.8552 4.1889
Cl3 -3.2273 2.6315 4.2131
C10 -0.7782 2.2251 3.1930
O1 -1.2690 1.4659 2.2464
C11 0.6380 2.3985 3.1488
O2 1.2327 1.7769 2.1686
C12 1.2558 3.1965 4.1024
Cl4 2.9764 3.3946 4.0137
N1 -4.4244 -0.4854 -3.8449
C13 -3.4906 0.0897 -2.9498
N2 -2.3505 0.6258 -3.6032
N3 -3.4211 -0.5347 -1.7069
C14 -2.4586 -0.2169 -0.9356
N4 -1.5790 0.0397 -0.1947
H13 -3.9812 -0.7862 -4.7105
H14 -4.8544 -1.2859 -3.3970
H15 -1.7404 -0.1282 -3.9492
H16 -1.7935 1.1649 -2.9515
C15 2.1509 2.4010 -2.8246
C16 1.3845 2.5807 -1.5090
C17 0.0938 3.3595 -1.7801
C18 2.2507 3.3791 -0.5324
C19 0.9613 1.2286 -0.9308
H17 2.4713 3.3651 -3.2332
H18 1.5247 1.9046 -3.5711
H19 3.0395 1.7867 -2.6610
H20 0.3126 4.3142 -2.2687
H21 -0.4372 3.5587 -0.8474
H22 -0.5787 2.7936 -2.4293
H23 2.4293 4.3844 -0.9272
H24 3.2206 2.8986 -0.3858
H25 1.7740 3.4596 0.4440
H26 0.4712 0.6399 -1.7165

Atoms 1-2, force components in eV/Å:
0.0 -0.2 -0.2
0.0 0.0 0.0

---

Entry 2:
C19H26ClO2S | ωB97M-V/def2-TZVPD

Properties
molar mass = 353.94 g/mol
charge = +1
HOMO-LUMO gap = 7.67 eV

Element x y z (Å)
C1 2.6384 -0.9947 -1.1428
C2 1.7057 -0.2109 -2.0222
O1 0.8640 -0.7037 -2.7500
O2 1.8934 1.1601 -1.9652
C3 0.7156 1.9154 -1.8988
C4 -0.0023 1.7855 -0.5253
S1 -1.7895 1.8605 -0.8113
C5 -2.6046 0.4859 0.0473
C6 -2.8751 -0.7152 -0.8465
C7 -3.4623 -0.4311 -2.2203
Cl1 -1.3933 -1.6980 -0.9528
H1 2.0450 -1.7107 -0.5869
H2 3.3661 -1.4955 -1.7706
H3 3.1592 -0.3391 -0.4549
H4 1.0120 2.9528 -2.0055
H5 0.0425 1.6973 -2.7262
H6 0.3063 0.9158 0.0430
H7 0.2539 2.6688 0.0544
H8 -2.1711 2.9262 -0.0882
H9 -1.9381 0.1805 0.8491
H10 -3.5092 0.8434 0.5305
H11 -3.5937 -1.3207 -0.3027
H12 -3.0755 0.4688 -2.6860
H13 -3.2048 -1.2530 -2.8793
H14 -4.5456 -0.3863 -2.1879
C8 -1.7573 -7.2368 1.1825
C9 -1.5680 -6.4470 2.3080
C10 -1.2870 -5.0956 2.1674
C11 -1.2024 -4.5326 0.9006
C12 -1.3941 -5.3226 -0.2246
C13 -1.6688 -6.6755 -0.0837
H15 -1.9733 -8.2911 1.2921
H16 -1.6385 -6.8857 3.2944
H17 -1.1338 -4.4815 3.0458
H18 -0.9863 -3.4802 0.7908
H19 -1.3286 -4.8848 -1.2131
H20 -1.8133 -7.2929 -0.9604
C14 2.2268 5.1177 0.1509
C15 1.9305 6.1610 1.0178
C16 2.5275 6.2080 2.2696
C17 3.4228 5.2175 2.6509
C18 3.7205 4.1760 1.7830
C19 3.1195 4.1243 0.5330
H21 1.7636 5.0834 -0.8293
H22 1.2398 6.9379 0.7172
H23 2.2982 7.0191 2.9475
H24 3.8918 5.2600 3.6247
H25 4.4224 3.4079 2.0795
H26 3.3511 3.3111 -0.1457

Atoms 1-2, force components in eV/Å:
-0.1 0.7 -0.2
-1.0 -0.8 -1.4

---

Entry 3:
C19H26FN3OS | ωB97M-V/def2-TZVPD

Properties
SMILES string = CCCCN(CC)Cc1ccc(CNC(=S)Nc2ccccc2F)o1
molar mass = 363.50 g/mol
energy above the lowest of the compared OMol25 structures with the same formula, charge and spin = 179.7 kJ/mol
HOMO-LUMO gap = 8.72 eV

Element x y z (Å)
C1 -4.5961 -2.2487 -0.5751
C2 -3.3042 -1.4520 -0.7019
C3 -2.8589 -0.8692 0.6360
C4 -1.5978 -0.0167 0.4818
N1 -1.8299 1.1045 -0.4154
C5 -2.4314 2.2509 0.2453
C6 -3.2343 3.1068 -0.7291
C7 -0.6674 1.4445 -1.2227
C8 0.5173 1.8934 -0.4241
C9 0.9840 3.1365 -0.1068
C10 2.0978 2.9422 0.7457
C11 2.2261 1.5939 0.9019
C12 3.2195 0.7579 1.6404
N2 4.4445 0.5361 0.8726
C13 4.4820 0.1932 -0.4427
S1 5.6997 0.7581 -1.4059
N3 3.5243 -0.6056 -0.9878
C14 2.7306 -1.5788 -0.3997
C15 3.0652 -2.2329 0.7848
C16 2.2290 -3.2011 1.3125
C17 1.0549 -3.5506 0.6682
C18 0.7222 -2.9432 -0.5321
C19 1.5583 -1.9773 -1.0469
F1 1.2449 -1.3877 -2.2259
O1 1.2701 0.9545 0.1898
H1 -4.8898 -2.6592 -1.5384
H2 -5.4020 -1.6138 -0.2137
H3 -4.4715 -3.0725 0.1252
H4 -3.4401 -0.6310 -1.4066
H5 -2.5156 -2.0979 -1.0935
H6 -3.6684 -0.2645 1.0485
H7 -2.6509 -1.6749 1.3440
H8 -0.8106 -0.6422 0.0564
H9 -1.2516 0.3165 1.4745
H10 -3.1115 1.8700 1.0093
H11 -1.6744 2.8732 0.7530
H12 -3.7995 3.8565 -0.1810
H13 -3.9265 2.4796 -1.2840
H14 -2.5877 3.6190 -1.4363
H15 -0.3981 0.5600 -1.8050
H16 -0.9488 2.2393 -1.9141
H17 0.5934 4.0739 -0.4464
H18 2.7126 3.7009 1.1855
H19 3.5119 1.2543 2.5661
H20 2.7527 -0.2019 1.8820
H21 5.2013 1.1696 1.0951
H22 3.4860 -0.5610 -1.9992
H23 4.0012 -1.9970 1.2675
H24 2.5058 -3.6928 2.2325
H25 0.4052 -4.3026 1.0866
H26 -0.1734 -3.2098 -1.0707

Atoms 1-2, force components in eV/Å:
0.2 0.1 -0.1
-0.2 0.0 0.3

---

Entry 4:
C19H26GeNO2S2SeSn | ωB97M-V/def2-TZVPD

Properties
molar mass = 634.84 g/mol
charge = +1
energy above the lowest of the compared OMol25 structures with the same formula, charge and spin = 92.4 kJ/mol
HOMO-LUMO gap = 4.05 eV

Element x y z (Å)
Sn1 0.4724 -0.8317 -0.8470
C1 3.7666 2.3637 -2.7133
C2 2.9971 1.3866 -1.8843
S1 1.3649 1.3774 -2.0041
C3 3.7785 0.4511 -1.0262
C4 5.2637 0.4257 -1.2312
S2 3.0861 -0.5172 0.0820
H1 3.1031 3.0388 -3.2448
H2 4.3826 1.8289 -3.4404
H3 4.4433 2.9437 -2.0839
H4 5.6894 1.4088 -1.0229
H5 5.5094 0.1808 -2.2667
H6 5.7278 -0.3051 -0.5769
O1 -1.8000 0.6306 2.1473
C5 -1.2775 0.4817 1.0813
O2 -0.0402 0.0697 0.8910
C6 -2.0730 0.6822 -0.1978
C7 -3.3167 1.3288 -0.1652
C8 -4.0247 1.4190 -1.3293
C9 -3.5277 0.8302 -2.5134
C10 -4.2550 0.8231 -3.7265
C11 -3.7533 0.1929 -4.8279
C12 -2.4928 -0.4402 -4.7727
C13 -1.7604 -0.4415 -3.6194
C14 -2.2722 0.1861 -2.4647
N1 -1.5677 0.1528 -1.2934
H7 -3.6745 1.7222 0.7747
H8 -4.9819 1.9254 -1.3561
H9 -5.2183 1.3156 -3.7601
H10 -4.3199 0.1723 -5.7484
H11 -2.1051 -0.9294 -5.6561
H12 -0.7985 -0.9380 -3.5798
C15 -4.8172 1.2792 3.4118
Ge1 -4.6048 -0.6375 3.7376
C16 -6.1645 -1.2917 4.7269
C17 -2.9870 -1.0815 4.7305
C18 -4.7831 -1.6040 2.0106
Se1 -3.2092 -2.2478 1.0509
C19 -2.5508 -3.5296 2.3643
H13 -5.0985 1.7926 4.3316
H14 -5.6093 1.4459 2.6792
H15 -3.8858 1.7166 3.0561
H16 -6.2497 -0.8253 5.7086
H17 -6.0821 -2.3700 4.8723
H18 -7.0836 -1.0887 4.1756
H19 -2.8813 -0.3870 5.5648
H20 -2.1010 -0.9975 4.1034
H21 -3.0566 -2.0888 5.1409
H22 -5.2961 -0.9603 1.2932
H23 -5.4276 -2.4665 2.1823
H24 -3.1162 -3.4000 3.2822
H25 -1.5003 -3.3423 2.5705
H26 -2.6860 -4.5409 1.9921

Atoms 1-2, force components in eV/Å:
-0.2 -0.4 -0.2
-0.1 0.0 0.0